Below is a 17-piece molecular cluster, C36H112N6O23 overall in a non-equilibrium geometry, with properties calculated with the ωB97M-V functional and the def2-TZVPD basis.

CARTESIAN COORDINATES (ANGSTROEM)
C: 9.389688 10.281016 -19.852667
C: 10.130444 11.352567 -20.692160
C: 9.198623 12.271975 -21.539099
O: 8.283624 11.545317 -22.441428
C: 7.793789 12.384743 -23.457601
N: 10.921747 12.135938 -19.773393
H: 8.779553 9.685713 -20.531970
H: 8.779576 10.694680 -19.049712
H: 10.021017 9.572107 -19.316972
H: 10.772176 10.849096 -21.415200
H: 9.846010 12.953825 -22.090529
H: 8.503129 12.850751 -20.931299
H: 7.292456 13.189061 -22.919235
H: 7.032261 11.786026 -23.957323
H: 8.589975 12.794759 -24.078951
H: 10.488722 12.096374 -18.861790
H: 10.859190 13.104224 -20.053766
C: 6.160745 5.431357 -20.901756
C: 6.817022 6.784907 -20.648364
C: 7.668829 6.909597 -19.403940
O: 6.916578 6.511244 -18.245657
C: 7.663830 6.221671 -17.088921
N: 7.664372 6.923303 -21.840593
H: 6.800962 4.601937 -21.202235
H: 5.454214 5.608359 -21.712673
H: 5.609302 5.170686 -19.998399
H: 6.068128 7.576900 -20.647470
H: 8.014176 7.938647 -19.304501
H: 8.569312 6.296021 -19.431361
H: 8.501420 5.556624 -17.299328
H: 6.933906 5.784614 -16.407522
H: 8.061501 7.074559 -16.538880
H: 7.034436 6.648819 -22.580827
H: 8.388822 6.221043 -21.886425
C: 5.731021 10.032824 -18.508350
C: 4.629453 9.323100 -17.761350
C: 3.233333 10.017974 -17.846836
O: 3.254612 11.339601 -17.299720
C: 3.401358 11.422734 -15.876932
N: 4.591876 7.966111 -18.291333
H: 6.703182 9.708156 -18.137392
H: 5.688897 11.116645 -18.400402
H: 5.608819 9.774795 -19.560297
H: 4.889327 9.240797 -16.705984
H: 2.492084 9.349458 -17.408982
H: 3.007264 10.156112 -18.904148
H: 3.290973 12.474617 -15.613369
H: 4.327427 11.024137 -15.462671
H: 2.565558 10.880977 -15.434177
H: 5.488419 7.523576 -18.434456
H: 4.201534 7.953082 -19.222756
C: 11.944695 7.506575 -22.826308
C: 13.171216 7.059628 -21.968176
C: 12.583224 6.416903 -20.704140
O: 12.024451 7.431544 -19.865086
C: 11.699766 6.911015 -18.650463
N: 14.042938 6.158701 -22.691675
H: 11.501571 8.318975 -22.250333
H: 11.191569 6.734317 -22.982840
H: 12.132280 7.925409 -23.814992
H: 13.730499 7.952018 -21.687215
H: 13.422028 5.889063 -20.250396
H: 11.816360 5.709861 -21.020555
H: 10.773865 6.335854 -18.648765
H: 11.338637 7.782067 -18.103700
H: 12.492688 6.455429 -18.057325
H: 14.260237 6.542933 -23.600109
H: 14.973910 6.003664 -22.332016
C: 12.323993 16.433236 -20.787325
C: 11.966487 17.881135 -20.855488
C: 10.578977 18.127834 -21.511638
O: 10.396139 17.566916 -22.824300
C: 9.395563 18.196789 -23.623982
N: 11.964125 18.308791 -19.456953
H: 12.283118 16.088461 -21.820549
H: 11.712274 15.919955 -20.045409
H: 13.355777 16.420721 -20.436110
H: 12.705363 18.309205 -21.532926
H: 10.546301 19.216359 -21.557913
H: 9.740925 17.921419 -20.845925
H: 9.579359 19.258285 -23.790005
H: 8.408655 18.135595 -23.165306
H: 9.339647 17.666765 -24.574790
H: 12.947159 18.326546 -19.225810
H: 11.733916 19.266685 -19.234359
C: 4.220508 12.887316 -21.269136
C: 3.109871 13.159734 -22.310725
C: 2.410458 11.846055 -22.845585
O: 1.280352 12.099512 -23.683625
C: 0.831697 10.999644 -24.454733
N: 2.104038 13.917779 -21.681953
H: 5.021075 12.311532 -21.733531
H: 3.751504 12.293167 -20.484843
H: 4.604464 13.797826 -20.809095
H: 3.391472 13.898005 -23.061574
H: 2.063219 11.314217 -21.959768
H: 3.205764 11.233995 -23.270986
H: 0.250102 10.449942 -23.714678
H: 1.645236 10.345403 -24.768127
H: 0.154950 11.250564 -25.271533
H: 1.288430 13.743003 -22.251456
H: 1.944780 13.371925 -20.847210
O: 5.275587 10.128209 -25.059066
H: 5.829330 9.833236 -24.336165
H: 5.422941 9.484786 -25.752257
O: 10.696649 15.080193 -23.842233
H: 11.616143 14.997372 -24.095039
H: 10.641009 15.935535 -23.416173
O: 7.382083 9.188746 -23.456652
H: 7.514240 8.519281 -22.785408
H: 7.923574 9.924743 -23.171446
O: 13.001248 10.242007 -20.134175
H: 12.484909 10.990292 -19.834687
H: 12.371468 9.523465 -20.191689
O: 7.687759 10.401589 -26.753497
H: 7.963573 9.550278 -27.093251
H: 7.581250 10.261437 -25.812630
C: 4.074128 12.748210 -27.539396
C: 3.601692 12.800282 -26.094344
O: 4.782905 12.904080 -25.324978
O: 4.752377 11.579224 -27.891385
H: 4.667143 13.582573 -27.913906
H: 3.270239 12.765342 -28.275312
H: 3.237680 11.775072 -26.026981
H: 2.811437 13.484046 -25.784392
H: 5.135176 12.045246 -25.080233
H: 5.537019 11.522272 -27.341200
C: 9.287479 16.093281 -28.541930
C: 9.372029 16.143856 -26.999862
O: 9.733147 14.803544 -26.543171
O: 8.322563 15.171444 -28.946013
H: 10.221964 15.688037 -28.930024
H: 8.977182 17.056389 -28.947200
H: 8.379335 16.263772 -26.565956
H: 10.042818 16.942269 -26.682539
H: 9.890456 14.841372 -25.596905
H: 8.308763 14.343597 -28.460143
C: 5.333963 16.221865 -26.274685
C: 5.910464 15.870902 -24.885544
O: 6.306310 17.060546 -24.213402
O: 4.022355 16.639904 -26.191906
H: 5.456570 15.296845 -26.838086
H: 5.949033 16.994836 -26.735453
H: 6.805980 15.249501 -24.883314
H: 5.179806 15.293388 -24.319217
H: 5.602660 17.710719 -24.152305
H: 3.729543 16.711271 -27.103373
C: 11.419893 10.598260 -25.134571
C: 12.883053 11.026230 -24.723018
O: 13.423141 12.150092 -25.426203
O: 11.573264 9.859403 -26.369166
H: 10.761350 11.466329 -25.164299
H: 11.027423 9.942852 -24.357072
H: 13.559130 10.200933 -24.499588
H: 12.825287 11.426109 -23.710657
H: 13.156366 12.112790 -26.347631
H: 11.924359 8.988667 -26.168780
C: 6.537814 17.350700 -20.444579
C: 7.371000 16.094417 -20.623011
O: 6.622811 15.312691 -21.553354
O: 5.410295 17.079402 -19.612117
H: 6.317888 17.814223 -21.406288
H: 7.131453 18.115061 -19.943136
H: 7.603939 15.403810 -19.812528
H: 8.316011 16.295527 -21.127599
H: 6.606704 15.829214 -22.362400
H: 5.788221 16.873010 -18.754117
C: 10.778648 11.706546 -16.244464
C: 11.140103 10.335255 -16.870890
O: 12.113495 9.654287 -16.118082
O: 9.758689 12.319451 -16.964345
H: 11.673114 12.319565 -16.133879
H: 10.432920 11.639592 -15.212911
H: 11.514007 10.453007 -17.887955
H: 10.196194 9.790165 -16.866365
H: 12.791831 9.382869 -16.740815
H: 9.564610 13.150057 -16.523862

Cartesian forces, eV/Å:
-0.22 -0.12 -0.80
-1.48 -0.81 -0.01
-1.05 -1.07 -0.01
2.35 -0.37 1.05
-0.68 0.38 0.95
0.23 0.64 -0.06
-0.26 -0.01 0.11
-0.29 0.42 -0.28
0.57 0.07 -0.38
0.18 -0.13 -0.04
-0.04 0.09 -0.35
0.26 0.26 0.47
-0.25 0.51 -0.48
0.24 0.29 -0.49
-0.08 -0.17 -0.34
-0.13 0.23 0.17
0.44 0.35 0.02
-1.39 0.35 1.45
1.04 -1.60 -0.77
0.04 -0.18 0.98
0.66 0.12 -0.88
-0.42 -0.05 0.40
0.09 1.46 -0.41
0.39 0.28 0.24
-0.22 -0.27 0.01
-0.28 -0.48 -0.15
0.00 0.00 -0.08
-0.04 0.21 0.07
0.12 -0.33 -0.38
-0.06 -0.29 -0.03
0.25 -0.38 -0.01
0.09 0.56 -0.39
0.10 0.09 -0.56
0.22 -0.09 0.41
-0.09 1.05 0.16
0.00 -0.31 -0.16
1.53 0.04 -0.14
0.35 -0.46 0.27
-0.88 -0.15 -0.62
-1.52 -0.63 -0.01
0.07 -0.15 -0.18
0.03 0.15 -0.03
0.27 0.21 -0.15
0.01 0.03 0.16
-0.21 0.15 0.29
-0.20 0.03 -0.08
0.16 -0.06 -0.08
0.21 0.01 -0.28
-0.05 -0.11 0.33
0.11 0.31 0.84
-0.53 0.27 -0.17
0.49 0.39 0.41
-0.93 0.67 -0.59
0.77 0.58 -1.04
1.26 -0.82 -1.93
-1.70 1.26 2.10
0.01 -0.80 -0.85
-0.35 -0.01 -0.05
0.15 -0.25 0.25
0.59 -0.04 -0.01
-0.21 0.31 0.32
-0.16 -0.11 0.67
-0.10 -0.25 0.23
0.18 -0.93 -0.34
0.28 0.16 0.58
0.20 -0.26 -0.34
-0.44 0.07 -0.29
-0.13 0.10 0.89
0.52 0.04 -0.34
-1.69 -0.61 -0.51
0.22 1.20 0.16
0.51 0.36 0.79
-0.34 -0.03 0.32
0.64 0.63 0.05
0.00 -0.79 0.30
-0.16 -0.25 -0.41
0.14 -0.49 -0.07
0.13 0.71 0.15
-0.17 0.39 -0.56
0.02 -0.75 0.11
0.43 0.06 -0.03
-0.07 -0.22 0.16
0.15 0.05 0.13
0.31 -0.46 0.52
-0.65 0.39 -0.63
-0.65 -0.43 -1.07
0.26 -0.25 -0.77
1.28 0.47 0.23
1.27 1.15 -0.69
-0.18 -0.69 1.73
-1.60 0.55 1.61
0.22 0.01 0.20
0.13 -0.23 0.23
-0.05 0.05 -0.34
0.93 -1.00 -0.89
-0.11 -0.16 0.36
-0.25 -0.31 -0.79
-0.37 -0.78 -0.32
0.13 0.19 -0.33
0.39 0.55 0.04
-0.60 0.55 0.03
-0.74 0.34 0.78
-0.59 0.38 -0.07
0.53 -0.44 0.68
-0.04 -0.01 -0.35
-0.15 -0.89 -0.38
0.32 -0.20 -0.16
-0.18 0.79 0.46
-0.57 0.19 -1.10
0.32 -0.71 0.59
0.37 0.64 0.43
0.77 -0.49 -0.06
-0.45 0.84 0.02
-0.08 -0.50 0.02
-0.12 0.26 -0.26
0.20 -0.17 -0.16
-0.02 -0.05 0.38
-1.09 1.30 -1.90
1.16 -1.82 -1.01
0.23 1.24 0.84
0.30 -0.82 0.51
0.31 0.54 0.76
-0.73 -0.01 0.35
-0.54 -0.10 0.62
0.37 0.31 -0.22
-0.37 -0.52 -0.17
0.44 -0.18 0.07
0.08 -1.08 1.53
-0.43 -1.43 -0.32
0.29 0.94 -1.06
-1.65 -0.13 -0.85
0.56 0.80 -0.01
0.37 0.01 -0.06
-0.20 0.80 -0.24
0.28 -0.15 0.18
0.14 0.10 0.51
0.56 0.11 0.39
2.20 -1.47 0.70
-0.74 0.70 -0.48
0.64 0.28 0.88
-1.12 0.26 0.14
-0.21 -0.04 -0.39
0.31 0.06 -0.02
0.04 0.05 -0.62
-0.29 0.10 0.05
-0.40 -0.24 -0.17
-0.39 0.14 0.04
2.87 -0.84 0.21
-1.68 1.45 1.64
-0.11 -0.80 -0.13
-1.08 0.86 -0.09
0.07 -0.10 -0.86
-0.05 -0.06 0.14
0.24 -0.43 -1.20
-0.41 0.15 0.36
0.01 -0.22 -0.21
0.02 0.05 0.20
1.20 0.11 2.15
-0.41 -0.31 -2.24
0.06 -0.95 0.01
-0.12 0.31 -0.82
-0.68 -0.53 -0.03
0.34 0.28 0.18
-0.39 0.61 0.62
0.40 0.45 0.28
-0.21 0.08 -0.40
-0.18 -0.04 0.12
1.23 -0.63 1.14
-0.68 0.92 0.39
0.13 0.00 0.27
-0.54 0.40 -0.95
0.30 0.20 -0.56
0.05 -0.84 0.25
-0.31 0.21 -0.01
-0.06 -0.39 -0.26
0.17 -0.04 0.15
-0.18 0.08 -0.13

Summary:
Calculated total energy ... -3497.55067 a.u.
Orbital gap ... 8.66 eV
F_max ... 3.003 eV Å⁻¹

Atom charges from the Mulliken analysis, given in e for atoms 1 to 8:
1 C -0.31
2 C 1.65
3 C -1.78
4 O 0.40
5 C 0.45
6 N -0.46
7 H 0.01
8 H 0.61